Run w
Molecular formula: C4H10N3O2
Method: DFT, ωB97M-V with the def2-TZVPD basis set

XYZ file:
```
19
Properties=species:S:1:pos:R:3:mulliken_charge:R:1
C 3.393 -0.503 -0.072 -0.413
C -0.369 0.052 -0.111 -0.401
C -1.690 1.675 1.105 -0.844
C -2.402 0.843 -0.947 -0.180
N -0.410 -1.197 -0.207 -0.075
N 3.189 -1.748 -0.413 0.631
N -1.608 0.741 0.039 0.283
O 2.080 -2.268 -0.658 -0.816
O 4.277 -2.611 -0.567 -0.361
H 2.808 0.325 -0.100 0.314
H -0.729 1.860 1.425 0.377
H -2.175 2.706 0.778 0.319
H -2.344 1.267 2.008 0.302
H -3.176 1.557 -0.923 0.297
H 4.381 -0.290 0.270 0.273
H -2.135 0.311 -1.820 0.298
H 0.460 -1.705 -0.362 0.361
H -1.313 -1.831 -0.251 0.296
H 3.923 -3.113 -1.261 0.338
```

Results
LUMO	-4.797	eV
HOMO level	-0.466	hartree
2S+1	1
HOMO-LUMO gap	7.8753	eV
total charge	+1

Run x
Molecular formula: C4H10N3O2
Method: DFT, ωB97M-V with the def2-TZVPD basis set

XYZ file:
```
19
Properties=species:S:1:pos:R:3:mulliken_charge:R:1
C -2.281 -0.654 -0.013 0.637
C 0.142 -1.163 -0.342 -0.551
C -1.916 0.683 -0.554 -0.095
C 1.906 0.291 -0.055 -0.851
N -1.280 -1.554 -0.155 -0.110
N 0.479 0.247 -0.291 -0.120
N -0.471 0.948 0.503 -0.370
O -3.429 -0.823 0.416 -0.608
O -2.819 1.535 -0.219 -0.480
H 0.855 -1.629 0.304 0.385
H 0.369 -1.389 -1.434 0.323
H -1.294 0.802 -1.442 0.464
H 2.250 1.359 0.334 0.338
H 2.156 -0.424 0.784 0.354
H 2.522 0.234 -0.873 0.330
H -1.539 -2.497 0.034 0.252
H -0.078 1.880 0.550 0.376
H -0.686 0.637 1.493 0.318
H -3.571 1.080 0.191 0.408
```

Results
LUMO	-3.861	eV
HOMO level	-0.527	hartree
2S+1	1
SMILES	CN1CNC(=O)[C@@H](O)[NH2+]1
HOMO-LUMO gap	10.4883	eV
total charge	+1

Calculated relative energies: run w 384.4; run x 0.0, given in kJ/mol

Run w
Molecular formula: C6H17N3
Method: DFT, ωB97M-V with the def2-TZVPD basis set

XYZ file:
```
26
Properties=species:S:1:pos:R:3:mulliken_charge:R:1
C 0.112 1.248 1.227 -0.707
C 2.328 -0.413 -1.500 -0.999
C 0.379 0.864 2.668 -0.999
N 1.261 -0.586 -0.522 -0.268
H 1.474 -1.074 0.340 0.253
H -0.508 2.147 1.164 0.393
H 1.051 1.496 0.723 0.325
H 2.410 -1.309 -2.120 0.288
H 3.265 -0.267 -0.955 0.306
H 2.154 0.464 -2.123 0.297
H 0.943 -0.072 2.728 0.258
H -0.557 0.729 3.217 0.279
H 0.957 1.648 3.166 0.372
C -2.097 -0.086 0.868 -1.056
C -0.815 -1.586 -1.297 -1.490
C -0.147 -0.311 -0.770 0.733
N -0.320 0.754 -1.719 -0.495
N -0.694 0.143 0.507 0.244
H 0.365 1.401 -2.096 0.093
H -1.237 0.990 -2.078 0.154
H -2.745 0.103 0.006 0.316
H -2.400 0.586 1.675 0.425
H -2.228 -1.120 1.202 0.222
H -0.886 -2.348 -0.513 0.317
H -1.826 -1.388 -1.669 0.361
H -0.242 -2.013 -2.127 0.376
```

Results
LUMO	1.010	eV
HOMO level	-0.274	hartree
2S+1	1
SMILES	CCN(C)[C@@](C)(N)NC
HOMO-LUMO gap	8.4546	eV
total charge	0

Run x
Molecular formula: C6H17N3
Method: DFT, ωB97M-V with the def2-TZVPD basis set

XYZ file:
```
26
Properties=species:S:1:pos:R:3:mulliken_charge:R:1
C 1.959 0.530 0.104 0.781
C 1.695 -0.946 -0.101 -1.048
C 1.280 1.031 1.462 -1.173
C 1.463 1.377 -1.061 -1.308
H 3.035 0.685 0.225 0.318
H 1.767 2.416 -0.936 0.415
H 2.202 -1.543 0.655 0.398
H 0.620 -1.143 -0.015 0.014
H 2.013 -1.277 -1.085 0.383
H 1.718 0.486 2.298 0.383
H 1.514 2.089 1.563 0.401
H 0.203 0.936 1.531 0.109
H 1.872 1.018 -2.007 0.370
H 0.374 1.344 -1.110 0.122
C -1.681 -1.046 -0.037 0.404
N -1.586 -1.280 -1.424 -0.636
N -1.666 -2.217 0.750 -0.537
N -1.865 1.360 -0.323 -0.481
C -1.877 0.181 0.477 -0.702
H -1.120 -2.158 -1.618 0.297
H -1.115 -0.521 -1.900 0.237
H -2.218 -2.954 0.338 0.223
H -1.958 -2.044 1.705 0.205
H -2.353 1.224 -1.200 0.215
H -2.267 2.145 0.170 0.214
H -2.007 0.308 1.541 0.395
```

Results
LUMO	0.985	eV
HOMO level	-0.258	hartree
2S+1	1
SMILES	NC=C(N)N.CC(C)C
HOMO-LUMO gap	7.9976	eV
total charge	0

Calculated relative energies: run w 93.7; run x 0.0, given in kJ/mol

Run w
Molecular formula: C6H17N3
Method: DFT, ωB97M-V with the def2-TZVPD basis set

XYZ file:
```
26
Properties=species:S:1:pos:R:3:mulliken_charge:R:1
C -1.165 0.573 -0.077 1.256
C 2.076 -0.322 -0.202 -0.417
C 0.389 -2.433 -0.318 -1.008
C -1.411 1.672 0.958 -1.641
C -2.358 -0.392 -0.135 -1.736
C 2.442 1.035 0.374 -0.988
N 0.607 -1.051 -0.684 -0.299
N 0.083 -0.143 0.325 -0.092
N -1.003 1.175 -1.384 -0.754
H -0.016 -0.579 1.241 0.308
H -0.275 1.884 -1.352 0.270
H -0.694 0.458 -2.037 0.352
H 2.528 -0.411 -1.188 0.328
H 2.514 -1.105 0.434 0.277
H 0.848 -2.722 0.645 0.326
H -0.679 -2.667 -0.241 0.310
H 0.845 -3.061 -1.084 0.347
H -2.267 2.272 0.653 0.403
H -0.542 2.325 1.034 0.353
H -1.617 1.244 1.939 0.375
H -2.497 -0.897 0.819 0.337
H -2.191 -1.136 -0.910 0.366
H -3.262 0.162 -0.374 0.410
H 2.060 1.153 1.390 0.277
H 3.525 1.123 0.426 0.404
H 2.058 1.841 -0.253 0.235
```

Results
LUMO	0.996	eV
HOMO level	-0.293	hartree
2S+1	1
SMILES	CCN(C)NC(C)(C)N
HOMO-LUMO gap	8.9565	eV
total charge	0

Run x
Molecular formula: C6H17N3
Method: DFT, ωB97M-V with the def2-TZVPD basis set

XYZ file:
```
26
Properties=species:S:1:pos:R:3:mulliken_charge:R:1
C 0.119 0.525 -2.677 -1.352
C 1.935 0.616 1.038 -1.547
C -0.333 0.834 2.094 -2.000
C 0.531 -1.414 1.205 -1.337
C 0.272 -0.322 -1.431 -0.402
C 0.446 0.138 0.995 1.565
N -2.498 -0.623 -0.615 -0.508
N -1.988 0.446 -0.063 -0.136
N -0.038 0.552 -0.306 -0.309
H 0.550 0.177 -3.593 0.427
H -0.886 0.932 -2.817 0.226
H 0.830 1.342 -2.510 0.321
H 2.612 0.230 0.251 0.346
H 2.040 1.663 0.985 0.453
H 2.333 0.268 2.088 0.308
H -1.182 0.188 2.367 0.327
H -0.563 1.724 1.620 0.495
H 0.303 0.790 2.940 0.576
H 0.377 -1.609 2.285 0.358
H -0.195 -1.887 0.546 0.299
H 1.472 -1.742 0.752 0.355
H -0.387 -1.206 -1.397 0.316
H 1.246 -0.690 -1.251 0.443
H -2.162 -1.469 -0.236 0.281
H -2.605 -0.690 -1.638 0.250
H -2.229 1.226 -0.634 0.244
```

Results
LUMO	0.893	eV
HOMO level	-0.281	hartree
2S+1	1
HOMO-LUMO gap	8.5453	eV
total charge	0

Calculated relative energies: run w 0.0; run x 96.3, given in kJ/mol

Run w
Molecular formula: C4H6S2
Method: DFT, ωB97M-V with the def2-TZVPD basis set

XYZ file:
```
12
Properties=species:S:1:pos:R:3:mulliken_charge:R:1
C 0.585 1.144 -0.447 -1.519
C -0.053 0.044 0.398 0.991
C 0.713 -1.293 0.435 -0.472
C -1.400 -0.181 -0.051 -0.688
H 0.327 2.131 0.044 0.346
H 1.647 1.172 -0.361 0.455
H 0.193 1.105 -1.411 0.430
H -0.176 0.345 1.452 0.177
H 0.300 -2.112 0.964 0.363
H -1.935 0.651 -0.345 0.403
S 2.100 -1.543 -0.353 -0.228
S -2.300 -1.462 -0.324 -0.259
```

Results
LUMO	-0.301	eV
HOMO level	-0.318	hartree
2S+1	1
SMILES	CC(C=S)C=S
HOMO-LUMO gap	8.3591	eV
total charge	0

Run x
Molecular formula: C4H6S2
Method: DFT, ωB97M-V with the def2-TZVPD basis set

XYZ file:
```
12
Properties=species:S:1:pos:R:3:mulliken_charge:R:1
C -0.067 2.261 -0.175 -0.653
C 0.185 1.021 0.448 0.204
C -0.370 -0.085 -0.378 -0.650
C 0.439 -2.416 0.325 0.012
H -0.910 2.436 -1.224 0.162
H 0.409 3.438 -0.021 0.220
H 0.828 0.575 1.464 0.232
H -0.814 0.258 -1.375 0.261
H -1.273 -0.735 0.086 0.361
H -0.397 -1.766 0.699 0.100
S 0.898 -1.286 -0.881 0.008
S 1.071 -3.701 1.031 -0.257
```

Results
LUMO	-0.234	eV
HOMO level	-0.316	hartree
2S+1	1
HOMO-LUMO gap	8.3773	eV
total charge	0

Run y
Molecular formula: C4H6S2
Method: DFT, ωB97M-V with the def2-TZVPD basis set

XYZ file:
```
12
Properties=species:S:1:pos:R:3:mulliken_charge:R:1
C 1.322 2.031 0.361 -1.146
C 0.807 1.057 -0.667 -0.287
C 0.381 -0.206 -0.003 0.217
C -0.890 -0.287 0.622 -0.272
H 2.193 1.587 0.921 0.315
H 0.684 2.235 1.166 0.384
H 1.516 3.050 -0.050 0.311
H 1.552 0.909 -1.429 0.322
H -0.117 1.462 -1.118 0.256
H -0.957 -0.549 1.689 0.300
S 1.312 -1.550 -0.038 -0.203
S -2.224 0.033 -0.153 -0.197
```

Results
LUMO	-1.272	eV
HOMO level	-0.325	hartree
2S+1	1
SMILES	CCC(=S)C=S
HOMO-LUMO gap	7.5775	eV
total charge	0

Calculated relative energies: run w 36.4; run x 309.6; run y 0.0, given in kJ/mol